Entry from the OMol25 dataset: C50H45N5O2PdS3Sb as an isolated structure (ωB97M-V/def2-TZVPD).

CARTESIAN COORDINATES (ANGSTROEM)
Pd1 -1.116 0.084 -0.972
C1 -2.792 3.886 0.596
C2 -2.296 2.754 -0.228
N1 -2.017 1.587 0.230
N2 -2.273 1.214 1.523
C3 -2.180 -0.078 1.641
O1 -1.818 -0.877 0.670
C4 -2.641 -0.762 2.864
C5 -2.262 -2.082 3.099
C6 -2.758 -2.757 4.201
C7 -3.633 -2.120 5.069
C8 -4.008 -0.801 4.841
C9 -3.514 -0.118 3.742
C10 -2.186 2.850 -1.697
C11 -2.464 4.004 -2.412
C12 -2.442 3.959 -3.802
C13 -2.164 2.761 -4.434
C14 -1.885 1.644 -3.655
N3 -1.884 1.692 -2.330
H1 -2.856 3.593 1.639
H2 -2.120 4.739 0.499
H3 -3.775 4.204 0.247
H4 -1.587 -2.577 2.415
H5 -2.465 -3.781 4.385
H6 -4.025 -2.650 5.925
H7 -4.698 -0.312 5.513
H8 -3.814 0.899 3.546
H9 -2.708 4.919 -1.895
H10 -2.654 4.850 -4.377
H11 -2.155 2.675 -5.509
H12 -1.667 0.680 -4.101
O2 0.416 -0.283 -2.427
S1 1.283 0.826 -3.044
C15 2.949 0.391 -2.579
C16 3.811 1.435 -2.283
C17 5.130 1.141 -1.960
C18 5.552 -0.178 -1.916
C19 4.669 -1.213 -2.201
C20 3.361 -0.934 -2.547
C21 1.263 0.435 -4.782
C22 1.763 1.400 -5.645
C23 1.788 1.126 -7.002
C24 1.303 -0.088 -7.474
C25 0.794 -1.034 -6.594
C26 0.774 -0.780 -5.233
H13 3.463 2.458 -2.310
H14 5.824 1.940 -1.749
H15 6.579 -0.404 -1.669
H16 5.012 -2.236 -2.169
H17 2.667 -1.727 -2.785
H18 2.135 2.343 -5.269
H19 2.181 1.859 -7.691
H20 1.321 -0.296 -8.533
H21 0.419 -1.975 -6.970
H22 0.383 -1.507 -4.533
S2 1.034 0.757 0.378
Sb1 2.486 -0.048 2.100
C27 3.627 -1.564 1.232
C28 3.101 -2.339 0.205
C29 3.858 -3.380 -0.311
C30 5.123 -3.637 0.197
C31 5.645 -2.854 1.216
C32 4.897 -1.811 1.741
C33 1.415 -0.728 3.752
C34 0.500 0.102 4.393
C35 -0.122 -0.343 5.547
C36 0.175 -1.601 6.053
C37 1.080 -2.427 5.406
C38 1.702 -1.997 4.245
C39 3.557 1.689 2.517
C40 3.549 2.200 3.810
C41 4.304 3.329 4.092
C42 5.047 3.934 3.090
C43 5.046 3.419 1.801
C44 4.300 2.291 1.505
H23 2.117 -2.134 -0.203
H24 3.461 -3.992 -1.109
H25 5.707 -4.453 -0.204
H26 6.634 -3.053 1.601
H27 5.315 -1.200 2.531
H28 0.271 1.088 4.004
H29 -0.828 0.294 6.060
H30 -0.302 -1.937 6.963
H31 1.309 -3.403 5.810
H32 2.418 -2.640 3.747
H33 2.979 1.722 4.597
H34 4.317 3.731 5.095
H35 5.637 4.810 3.317
H36 5.637 3.894 1.032
H37 4.310 1.880 0.501
C45 -5.579 -3.075 1.179
C46 -5.332 -2.238 -0.019
C47 -6.279 -1.472 -0.674
C48 -5.897 -0.714 -1.782
N4 -4.624 -0.709 -2.219
C49 -3.747 -1.449 -1.601
S3 -2.100 -1.583 -2.200
N5 -4.081 -2.211 -0.522
C50 -6.859 0.120 -2.543
H38 -6.626 -3.032 1.466
H39 -4.968 -2.722 2.012
H40 -5.313 -4.113 0.976
H41 -7.300 -1.469 -0.328
H42 -3.328 -2.713 -0.060
H43 -7.851 0.111 -2.099
H44 -6.918 -0.254 -3.566
H45 -6.489 1.142 -2.600

The LUMO energy (alpha / beta) is -10.35 / -10.38 eV. The relative energy (zero: lowest compared OMol25 entry of this formula, charge and spin) is 226.4 kJ/mol. The energy is -3918.3131 a.u. Its gap between HOMO and LUMO (alpha / beta) is 0.192 / 0.191 Ha. Its net charge is +3.

Results of the Löwdin charge analysis, in e, for atoms 1 through 6:
1. Pd 0.83
2. C 0.02
3. C -0.21
4. N -0.03
5. N 0.13
6. C -0.43

Entry from the OMol25 dataset: a 9-piece molecular cluster, H19O9 overall (ωB97M-V/def2-TZVPD).

CARTESIAN COORDINATES (ANGSTROEM)
O1 -0.718 0.018 -2.921
H1 -4.423 -1.197 -1.050
H2 0.576 1.147 -1.681
O2 3.310 -1.045 -1.457
H3 3.820 -0.433 -1.999
O3 -3.255 -0.785 2.030
H4 0.664 0.346 0.419
H5 -3.078 -1.701 2.291
O4 -0.308 1.161 0.849
H6 -3.858 -0.901 1.285
H7 3.966 -1.442 -0.876
O5 3.425 1.330 -0.152
H8 -3.828 -2.532 -1.173
H9 3.287 2.285 -0.298
O6 -4.228 -1.976 -0.499
H10 -1.208 0.832 0.661
H11 4.168 1.474 0.522
O7 -1.072 -0.251 3.400
H12 -0.167 0.254 -3.690
H13 -1.800 -0.492 3.968
O8 1.563 -0.275 0.224
H14 -0.362 2.005 1.368
H15 -0.232 -0.643 3.623
O9 1.121 1.845 -1.255
H16 2.192 -0.609 0.875
H17 2.279 0.091 -0.587
H18 -1.417 -0.480 -3.357
H19 0.776 2.346 -2.044

The LUMO energy is -2.95 eV. The relative energy (zero: lowest compared OMol25 entry of this formula, charge and spin) is 354.6 kJ/mol. The energy is -688.2417 a.u. Its gap between HOMO and LUMO is 0.384 Ha. Its net charge is +1.

Results of the natural (NBO) charge analysis, in e, for atoms 1 through 6:
1. O -0.96
2. H 0.47
3. H 0.48
4. O -0.92
5. H 0.49
6. O -0.96

Repeat the second record exactly.
Entry from the OMol25 dataset: a 9-piece molecular cluster, H19O9 overall (ωB97M-V/def2-TZVPD).

CARTESIAN COORDINATES (ANGSTROEM)
O1 -0.718 0.018 -2.921
H1 -4.423 -1.197 -1.050
H2 0.576 1.147 -1.681
O2 3.310 -1.045 -1.457
H3 3.820 -0.433 -1.999
O3 -3.255 -0.785 2.030
H4 0.664 0.346 0.419
H5 -3.078 -1.701 2.291
O4 -0.308 1.161 0.849
H6 -3.858 -0.901 1.285
H7 3.966 -1.442 -0.876
O5 3.425 1.330 -0.152
H8 -3.828 -2.532 -1.173
H9 3.287 2.285 -0.298
O6 -4.228 -1.976 -0.499
H10 -1.208 0.832 0.661
H11 4.168 1.474 0.522
O7 -1.072 -0.251 3.400
H12 -0.167 0.254 -3.690
H13 -1.800 -0.492 3.968
O8 1.563 -0.275 0.224
H14 -0.362 2.005 1.368
H15 -0.232 -0.643 3.623
O9 1.121 1.845 -1.255
H16 2.192 -0.609 0.875
H17 2.279 0.091 -0.587
H18 -1.417 -0.480 -3.357
H19 0.776 2.346 -2.044

The LUMO energy is -2.95 eV. The relative energy (zero: lowest compared OMol25 entry of this formula, charge and spin) is 354.6 kJ/mol. The energy is -688.2417 a.u. Its gap between HOMO and LUMO is 0.384 Ha. Its net charge is +1.

Results of the natural (NBO) charge analysis, in e, for atoms 1 through 6:
1. O -0.96
2. H 0.47
3. H 0.48
4. O -0.92
5. H 0.49
6. O -0.96

Please write out number 2 again, unchanged.
Entry from the OMol25 dataset: a 9-piece molecular cluster, H19O9 overall (ωB97M-V/def2-TZVPD).

CARTESIAN COORDINATES (ANGSTROEM)
O1 -0.718 0.018 -2.921
H1 -4.423 -1.197 -1.050
H2 0.576 1.147 -1.681
O2 3.310 -1.045 -1.457
H3 3.820 -0.433 -1.999
O3 -3.255 -0.785 2.030
H4 0.664 0.346 0.419
H5 -3.078 -1.701 2.291
O4 -0.308 1.161 0.849
H6 -3.858 -0.901 1.285
H7 3.966 -1.442 -0.876
O5 3.425 1.330 -0.152
H8 -3.828 -2.532 -1.173
H9 3.287 2.285 -0.298
O6 -4.228 -1.976 -0.499
H10 -1.208 0.832 0.661
H11 4.168 1.474 0.522
O7 -1.072 -0.251 3.400
H12 -0.167 0.254 -3.690
H13 -1.800 -0.492 3.968
O8 1.563 -0.275 0.224
H14 -0.362 2.005 1.368
H15 -0.232 -0.643 3.623
O9 1.121 1.845 -1.255
H16 2.192 -0.609 0.875
H17 2.279 0.091 -0.587
H18 -1.417 -0.480 -3.357
H19 0.776 2.346 -2.044

The LUMO energy is -2.95 eV. The relative energy (zero: lowest compared OMol25 entry of this formula, charge and spin) is 354.6 kJ/mol. The energy is -688.2417 a.u. Its gap between HOMO and LUMO is 0.384 Ha. Its net charge is +1.

Results of the natural (NBO) charge analysis, in e, for atoms 1 through 6:
1. O -0.96
2. H 0.47
3. H 0.48
4. O -0.92
5. H 0.49
6. O -0.96

Number 1 is which compound? C50H45N5O2PdS3Sb

What is the net charge in the first record? +3